(1)
Entry from OMol25: a structure of composition C26H72K2N2O22P at a distorted geometry (ωB97M-V with the def2-TZVPD basis set).

```
125
Properties=species:S:1:pos:R:3:forces:R:3
H -1.6981 -1.6311 -3.1808 -1.2 -0.9 -0.3
H -1.9216 -3.3879 -3.5575 -0.8 0.2 0.7
H 0.3959 -2.4479 3.0145 0.0 -1.3 -0.8
H 2.1222 3.0689 6.0277 0.6 -0.2 0.0
H 0.4712 -3.8818 -3.9044 0.0 0.8 1.1
O 1.2883 4.1020 -2.9469 -0.7 0.2 1.0
H -2.8727 -1.3598 1.2587 -0.6 0.4 -1.3
H 1.3260 4.8003 7.6196 0.5 0.6 -1.0
O -2.6788 -2.6625 -2.3472 -0.1 1.0 1.8
H 5.6498 2.0550 0.2260 0.3 -0.1 0.0
C 1.3863 3.0642 -3.9339 -1.1 -0.9 1.5
O -4.1090 2.1086 -1.1814 -2.1 0.3 0.1
P -3.6952 -1.6428 -1.7186 -2.9 -0.6 -2.3
O -5.0760 -0.1242 1.6252 -0.4 -0.1 2.4
O 0.6167 2.0645 1.3142 -1.1 1.7 -0.6
H 3.5566 0.4667 0.3318 -0.2 0.5 0.7
H 0.0016 -3.9806 -5.4484 0.2 0.8 -0.9
H -0.3042 -4.1654 -1.5286 0.0 0.9 0.5
O -0.7153 -5.3031 0.6455 0.4 -0.9 -0.3
H 1.0687 -2.9413 6.0749 -0.1 -0.4 -0.4
H 1.0752 5.3438 1.5747 0.2 0.4 -0.1
H 2.1777 5.1503 -1.3370 -0.6 0.5 -0.6
C 5.0448 1.1586 -2.6004 -0.2 0.3 -0.5
H 1.2850 -6.0932 0.1957 -0.7 -0.8 0.3
H -4.0663 -1.1503 -6.4156 0.2 0.6 -0.1
H 3.9319 -2.5418 2.0724 0.4 -0.1 0.2
H -4.9307 -1.8624 2.7903 0.4 -0.5 -0.1
K -0.8901 -1.0009 -0.7616 0.3 0.3 -0.2
O -1.5967 -3.7966 -4.3631 1.1 -1.0 -0.5
C 1.4329 4.3144 1.5929 -1.5 0.9 1.1
H 2.3861 -0.1837 -1.3632 0.1 1.0 -0.9
C 0.3780 4.3700 7.2966 0.2 -1.9 0.5
H -2.2811 1.5722 -0.3506 -0.7 -1.3 0.8
H -0.1800 1.1794 6.6415 -0.3 0.3 0.0
C 0.8779 1.4195 6.5353 0.5 0.9 -1.3
H -0.8784 2.7484 -1.6107 0.2 0.2 0.8
C -0.2487 -3.3961 -4.5631 -1.6 0.2 -1.5
O -0.0761 -5.9291 -2.2456 0.8 -1.8 -0.3
C -1.8938 2.5826 -1.9706 1.0 2.0 0.4
C -5.5811 -2.2399 -5.3416 0.2 -0.9 2.0
H -2.9862 0.5111 3.1352 0.4 0.2 -1.1
C 0.5959 -5.2606 0.0547 0.6 1.4 -0.6
O -3.5250 -0.2211 -2.4007 0.1 -1.7 1.5
C -4.3635 -1.3060 -5.3785 -0.8 0.1 1.1
H 0.6733 -1.4015 -4.8289 0.5 0.1 0.5
H -4.6741 -0.5554 0.8675 0.5 -0.5 -0.6
H 2.2550 -0.3276 2.3197 0.1 -0.1 0.2
H -1.3041 -2.9251 3.4403 0.1 0.6 -0.3
H 4.0703 -1.0993 0.0662 0.3 -0.7 -0.2
H 1.0334 0.8218 -4.1162 0.5 0.0 -0.2
H -0.7082 3.8467 0.9405 0.0 -0.5 1.4
O -5.1344 -2.2060 -2.0354 2.3 1.2 2.5
H -4.0469 1.2277 -1.5578 -0.7 -1.2 -0.7
C 1.3680 -0.8897 6.5015 -0.8 -1.6 -1.6
O -0.1440 -1.8169 4.7271 0.5 -0.4 2.4
H -2.8040 3.0886 0.0222 -0.1 0.9 -0.4
C 2.4211 4.5017 -2.1785 -0.2 -1.2 -0.4
H -3.5327 -1.6434 -4.7587 0.2 -1.1 -0.7
N 2.5579 1.2141 -2.6103 2.2 -0.6 -1.9
O 4.8672 2.2610 -1.6772 0.9 -0.4 0.2
H 2.8358 3.6666 -1.6139 0.5 0.0 -0.3
H 0.4712 3.2233 -4.5041 0.1 -0.2 -0.2
H 0.4687 -0.9429 7.1150 0.0 0.7 0.6
H 1.8998 -1.9706 4.7734 0.3 -0.6 -0.2
H 1.3063 -4.4342 -1.9371 0.5 -0.8 0.2
C -0.2687 -2.8588 3.7745 -0.5 0.8 -0.2
H 1.0813 0.2528 4.9096 -0.1 0.2 -0.3
H -2.7850 -0.8656 4.0764 -0.1 -0.6 0.1
C -3.1327 -0.5680 3.0871 -1.9 -1.5 0.0
H 3.9749 1.5746 -4.3153 -0.9 0.1 -0.3
O -3.3985 -1.4934 -0.1885 -0.3 -0.6 -0.3
H -0.8199 -1.4768 -5.5731 -0.9 -0.3 0.2
H 2.8149 2.1164 -2.2362 0.1 -0.3 0.7
C 0.3166 3.4752 0.9406 2.7 -0.7 -1.2
C 1.0796 -2.0219 5.4895 0.0 1.2 -0.3
O -5.4773 -3.1705 -4.2440 -0.6 -1.2 -3.1
O 3.8162 -1.6917 2.5031 -0.1 0.8 -0.5
C 2.7511 -1.0963 1.7272 0.0 -0.3 0.1
H 1.4269 4.0065 2.6386 0.3 0.0 0.2
H -0.0953 -3.8628 4.1618 0.9 0.0 0.1
H -4.3386 -0.1624 -3.7953 0.4 0.0 0.7
H -2.4987 0.9279 -2.6776 -0.8 -1.3 -0.4
H 1.3140 2.4309 4.6844 -1.1 0.6 -0.4
H 1.4700 2.0411 0.8750 0.4 -0.8 0.0
H 3.7798 -0.1186 -3.8348 0.0 0.0 0.1
H -0.9300 -6.1882 -1.8917 -0.2 0.1 -0.4
H 3.1406 4.9412 -2.8693 0.4 0.1 0.3
H 0.5850 1.3344 -2.5675 -0.7 1.0 -0.4
H -1.2317 -5.7669 -0.0177 -0.4 -0.2 0.2
H 2.2417 3.3464 -4.5477 0.3 -0.8 -0.3
H 3.3860 4.6825 1.5765 -0.3 0.0 0.2
O 2.7488 4.2267 1.0216 -0.9 -0.8 -0.5
H 0.4944 3.5846 -0.1292 0.2 -0.3 -0.4
K -3.9851 -4.1101 0.6253 0.1 1.0 -0.7
C 1.3273 1.5299 -3.3414 0.4 1.6 -0.3
H 1.0568 -4.4480 0.6162 0.2 0.3 -0.4
H 0.3513 3.5367 7.9987 -0.8 0.1 0.6
C 0.4677 -4.9309 -1.4490 -1.3 1.9 0.8
C 3.8016 0.9084 -3.4701 -1.1 1.2 1.5
N 1.5699 0.3689 5.7859 -0.2 -0.5 1.6
H 5.7779 1.4745 -3.3426 0.7 -0.3 0.3
O -0.8226 -1.3506 -3.4570 2.1 1.7 0.0
C 1.1375 2.7157 5.7216 1.4 -0.6 2.1
H -2.0834 3.5466 -2.4427 -0.6 0.0 -0.8
O -4.7391 -0.1372 -4.6674 -0.8 1.0 -2.1
C 5.9952 2.4193 -0.7416 -0.7 -1.0 -1.2
H 1.2912 1.5537 7.5349 0.1 -0.4 0.0
H -5.2868 -2.7165 -3.4199 0.1 0.8 1.2
H -5.8300 -2.8127 -6.2349 0.5 -0.1 -0.2
H 6.4117 3.4221 -0.6475 -0.7 0.3 -0.3
C -0.3224 -1.8127 -4.6633 1.3 -2.0 0.0
H 2.0780 -1.9450 1.6057 -0.7 0.4 -0.6
O -1.7493 1.5051 -2.8416 0.5 1.0 0.0
H 2.2279 -1.2495 7.0665 0.1 0.4 0.2
H -6.4402 -1.6083 -5.1153 -0.1 0.4 -0.3
O -2.4454 -1.3962 2.1175 0.7 1.0 2.4
H 6.8119 1.8342 -1.1644 0.1 -0.3 0.5
O 2.1748 -0.6719 -0.5641 -2.2 -1.3 -0.2
O 0.2723 3.7542 6.0225 -1.2 1.7 -1.2
H 5.3154 0.1914 -2.1769 0.3 0.3 0.8
C 3.1695 -0.5522 0.3441 1.9 0.0 1.3
C -4.6924 -0.8015 2.8667 1.0 0.9 -1.6
C -2.8663 2.3749 -0.7993 3.8 -0.1 0.3
H -5.3664 -0.4793 3.6605 0.3 0.7 0.0
H -0.4335 5.0785 7.4624 0.1 -0.2 -0.3
```
Positions in Å, forces in eV/Å.

Properties
- charge = -1
- Kohn-Sham gap (eV) = 5.71

(2)
Entry from OMol25: a cluster of 9 separate species, C26H72N2O15 in total at a distorted geometry (ωB97M-V with the def2-TZVPD basis set).

```
115
Properties=species:S:1:pos:R:3:forces:R:3
H -4.0420 -0.3356 1.9292 0.0 0.0 0.6
H 2.9202 -3.3648 1.2988 -1.5 -1.3 1.0
C -0.4018 1.7884 -0.5630 0.1 0.8 -3.3
O 3.8612 -3.4827 -0.4666 1.4 0.2 -1.3
H -1.3466 1.3227 -0.8439 -0.1 0.5 -0.2
H -2.1449 -3.2265 2.0280 -2.2 0.1 -1.3
H 4.0876 -0.9741 0.0735 0.0 -0.2 0.0
H 0.6321 -1.9228 2.3608 0.1 0.6 -0.7
O 2.7555 -2.2301 -4.8195 -0.1 0.7 0.1
O 5.1435 -1.8115 -2.1946 0.9 0.6 -0.2
O -2.9634 0.6029 6.3439 0.6 0.8 0.7
H -2.2001 -0.3416 1.8968 -1.0 0.7 -0.5
H -2.5162 5.3055 1.7437 -0.9 -1.4 0.9
C 4.7593 -1.9952 -3.5577 2.9 0.5 1.0
H -3.5193 2.3254 5.5490 -1.9 1.1 -1.2
H 1.7097 -4.2175 -2.5913 -1.1 3.0 -0.5
H 2.8453 -2.0942 -2.7680 -0.6 -0.6 1.1
O 0.2546 -0.7339 -2.3982 0.3 0.6 -0.3
H 1.3057 2.3403 1.4050 0.0 0.1 0.1
H 0.1332 -2.2731 -3.7196 1.3 -0.9 -1.8
H 3.6711 -5.1199 -5.0840 -0.5 0.1 -0.2
H -1.1152 -2.7602 4.6950 0.5 0.2 0.3
O -3.2921 1.2124 0.7712 0.8 -1.8 0.6
H 4.5905 -3.0474 1.4320 -0.6 0.5 -0.9
O 1.3655 1.4661 1.0154 0.9 0.1 0.2
O -5.2744 7.1217 3.4517 -4.6 5.9 -1.6
H -3.3697 6.7713 3.3723 0.5 -0.1 -0.9
H -2.4925 -1.7769 6.2293 -0.3 0.0 -0.8
H 4.8367 0.9051 -0.7771 -0.3 0.3 -0.1
C -1.4743 -3.4842 2.7964 -6.2 -1.4 1.4
H 3.9766 -4.8651 -2.9152 -0.1 0.2 0.5
C -0.6688 -2.7884 -1.9081 -1.0 -1.3 1.7
H 3.2982 -0.6625 -3.5873 -0.9 0.8 -0.1
H -3.2264 -0.7900 0.4965 0.2 -0.3 -0.4
H -2.8774 2.5772 7.1494 0.2 -0.6 -0.2
H -0.6274 1.2227 1.3529 -0.1 -0.4 0.5
H 2.2330 1.0045 -4.9322 1.2 -0.8 0.7
H -5.1778 8.2070 1.5445 -0.2 -0.8 -0.2
H 2.3082 0.4976 -7.0094 0.5 -1.0 -0.3
H 3.2475 -4.1894 -0.5969 -0.8 -1.0 -0.1
O 5.0533 2.6157 -1.9820 1.0 1.0 0.5
O -0.3579 -3.6357 2.2575 8.9 -0.7 -4.3
C -3.2062 -1.5191 5.3987 0.1 -0.1 0.3
H 4.7452 -2.4768 -1.6078 -0.2 -0.1 -0.4
H 2.6983 1.7247 -2.8761 0.6 -0.4 0.4
H 0.1006 0.1841 -5.5051 -0.4 -0.6 0.2
H -3.8728 0.3940 4.5005 1.1 -0.7 0.4
H -1.6991 -4.4789 3.1893 -0.8 -0.1 0.2
C -4.3471 6.2723 3.3148 5.3 -4.3 2.3
H 0.2455 2.3186 -3.5759 0.1 0.1 -0.5
H -4.1825 3.6348 0.4754 1.0 -0.1 0.6
H -4.2592 2.0197 2.3487 -0.3 0.2 0.4
O 2.1582 -5.4084 -1.1453 0.6 -1.1 1.6
C 1.9194 -5.2121 -2.4857 -2.2 -0.1 -0.3
H 0.2704 1.7867 -1.4388 -0.1 -0.7 0.3
H -2.0312 0.1078 4.5311 -1.0 0.0 0.5
C 0.1018 1.0523 0.5635 0.0 -0.4 1.8
C -0.4279 -1.8414 -2.9630 -0.1 2.4 0.1
H -4.0011 8.6667 2.7426 0.3 -0.4 0.3
C 0.2594 1.2230 -5.2863 -2.0 0.6 -0.3
H 4.9675 0.6477 -2.5212 -0.9 0.5 0.9
C 0.1655 -2.4963 1.5508 1.2 -0.5 1.1
H -0.6012 -1.9237 1.0543 -0.6 0.1 -0.2
C -5.0050 8.2652 2.6138 -1.8 1.8 1.3
H 0.2778 -2.9704 -1.3912 -0.1 -0.6 -0.2
H -2.4847 2.0521 2.4947 -0.2 0.0 -0.1
H 4.9179 -3.0089 -3.8011 0.6 -1.5 -0.7
C -1.6809 -2.4850 3.8059 -0.4 2.0 2.6
H 0.1083 0.0373 -3.0031 0.4 -0.5 0.8
H -4.1979 -1.6611 5.8139 -0.2 0.1 0.1
H -1.8729 2.2443 5.6696 1.0 0.1 0.1
C 3.6877 -2.9098 0.7611 1.1 0.4 2.5
H 2.7906 -3.1767 -4.6646 -0.4 -0.6 -0.6
H -1.3380 -1.4947 3.4786 0.0 -0.3 0.0
C 3.2677 -1.5064 0.5881 0.4 3.1 -1.4
H 2.3852 0.0023 1.3620 0.3 0.1 0.6
N -3.1095 -2.3663 4.2006 1.4 1.2 0.0
H 3.3460 -6.4673 -3.2735 0.3 0.0 -0.2
C -3.3342 2.1611 1.7965 0.3 0.1 -0.2
H 0.9606 -2.7586 0.8031 -1.0 -0.2 0.9
H 1.7868 2.5958 -5.3601 0.2 0.7 0.1
H -5.2598 4.5026 2.4451 0.6 0.5 0.0
H 5.8382 2.7697 -1.4335 -0.4 -0.2 -0.3
C 4.5048 1.3318 -1.7377 2.6 -0.4 -0.9
H 0.9868 -5.7174 -2.8135 0.8 -0.3 -0.2
H -2.4154 3.5070 0.4486 0.3 0.0 0.0
O 1.9140 1.3512 -6.9499 -0.3 0.8 0.1
H -1.2016 -3.6832 -2.2776 0.6 0.1 0.3
H 0.1814 -0.0142 0.3769 0.0 -0.1 -0.2
C -3.1596 -0.1195 1.3386 0.0 0.5 -0.7
H 2.4338 -1.4048 -0.1357 0.1 -0.7 0.1
O 0.0368 1.4413 -3.9123 -1.0 -0.3 0.5
C -3.2582 3.5096 1.1273 -1.3 -0.2 -0.6
H -1.3125 -1.4301 -3.4014 -1.1 -0.2 -0.4
C -3.0022 -0.0515 5.0994 -0.3 0.9 -0.8
H 2.5725 2.2304 -1.2573 0.5 0.3 0.7
H 5.4778 -1.3509 -4.2093 -1.5 -1.0 1.0
C -2.7761 2.0262 6.2039 0.2 -1.5 0.6
C 3.3372 -1.7306 -3.6293 -0.7 1.5 -1.6
N -3.1649 4.5528 2.1289 1.1 1.9 -1.2
O 2.9245 -0.7230 1.7300 -0.1 -0.8 0.0
H 1.3324 -5.6565 -0.7399 -0.2 -0.1 0.5
C 3.1012 -5.3960 -3.2914 1.8 -2.1 -0.8
C 1.6108 1.5557 -5.5797 2.3 1.0 -1.3
H -5.6879 9.0702 2.9916 0.5 -0.7 -0.4
H 2.6132 0.5161 -1.5543 -0.2 0.3 -0.4
H -4.2883 5.7836 4.2485 0.1 -1.3 1.5
O 2.8371 -4.9616 -4.6112 0.5 -0.3 -0.4
H -0.4728 2.8634 -0.4425 -0.6 0.3 0.8
H -0.3532 1.8328 -5.9718 -0.5 -0.3 0.5
C 3.0689 1.4783 -1.8550 -2.9 -1.2 -0.7
H -1.3012 -2.3330 -1.1475 -0.2 0.0 0.1
H -3.3701 -3.2660 4.5130 -0.6 -1.3 0.1
H -4.7265 5.8964 1.3896 0.2 -1.4 0.1
C -4.4306 5.2272 2.2725 -1.3 1.2 -1.7
```
Positions in Å, forces in eV/Å.

Properties
- charge = 0
- Kohn-Sham gap (eV) = 9.73
- ΔE to the lowest compared entry with this formula, charge and spin (kJ/mol) = 400.51